1.
69
Properties=species:S:1:pos:R:3:mulliken_spin:R:1 method="wB97M-V/def2-TZVPD" s2=0.75 gap_ev="1.8 / 6.6" total_charge=-1 spin_multiplicity=2 total_energy_ha=-1817.25999
H 3.417 0.688 3.754 -0.0003
H 0.304 -2.052 4.265 0.0362
C 0.739 -3.590 0.609 -0.1800
H 1.301 3.480 1.057 -0.0030
H 1.390 0.523 -2.560 -0.0134
H 1.066 -3.606 2.674 0.0212
H 0.108 -4.539 -1.761 -0.0331
H -4.402 -1.199 -0.253 -0.1586
O 2.806 0.252 -1.035 -0.0215
H 1.117 -3.042 -2.025 0.0669
H 3.512 0.486 5.456 0.0003
H 0.412 -1.062 -3.806 0.0146
H 1.471 -1.501 2.175 0.0008
H -1.463 2.249 0.674 -0.0212
C -0.497 2.946 2.152 -0.0011
C -3.406 -1.144 0.186 -0.7525
O -0.993 1.859 1.414 0.1231
C 0.032 -1.326 3.499 -0.1255
O 0.493 0.669 -2.868 0.0766
O -0.086 -3.027 -0.380 0.4074
H -1.803 0.198 -4.129 -0.1486
H -0.084 4.453 0.571 0.0033
H -2.940 -3.224 0.553 -0.0980
H 5.806 0.051 -2.632 0.0007
C 5.126 0.574 -1.959 0.0009
H 5.716 0.603 -1.043 0.0004
H -3.560 3.844 -2.937 -0.0095
H -0.591 -2.987 -2.350 0.0449
H 1.210 0.205 -4.692 -0.0101
H -3.834 3.373 -0.068 -0.0018
H 0.088 0.547 4.637 -0.0060
H -2.122 -2.099 1.595 0.0286
C 0.364 3.913 1.405 -0.0163
H 0.578 4.728 2.097 0.0007
N 0.481 -1.693 2.141 0.0012
H -0.042 2.560 3.064 0.0200
C 0.319 -3.166 2.014 0.0163
C 0.699 -0.047 3.958 -0.0078
H -0.629 -3.580 2.357 -0.0051
H -2.709 -1.876 -1.505 -0.1082
C 3.850 -0.249 -1.860 -0.0237
H -0.830 1.461 -4.919 0.0201
H -1.988 1.566 -1.392 -0.0400
O -2.519 -1.149 -0.907 0.5288
H -1.313 3.606 2.446 -0.0036
O -2.936 3.068 -0.214 0.0240
C -3.068 -2.281 1.084 -0.1167
H 3.425 -0.322 -2.861 0.0025
C 0.158 -3.451 -1.708 -0.6784
O 1.895 -0.359 4.704 0.0113
K 0.012 -0.282 -0.227 2.3342
H -3.739 1.660 -1.457 -0.0447
H -1.040 -1.159 3.600 0.0044
C -0.936 0.388 -4.762 0.0784
H 2.350 1.682 4.867 0.0010
H -1.112 -0.110 -5.715 0.0382
C -2.830 2.258 -1.404 -0.2270
C 0.358 0.000 -4.045 -0.1711
H 0.900 0.558 3.074 0.0111
H -3.254 -0.167 0.645 -0.0063
C -2.750 3.149 -2.714 -0.0354
C 2.807 0.715 4.657 0.0037
H -3.817 -2.479 1.852 0.0709
H 4.163 -1.240 -1.530 0.0042
H 1.771 -3.286 0.431 0.0174
H -2.654 2.390 -3.490 0.0512
H -1.803 3.674 -2.587 0.0125
H 0.631 -4.660 0.433 -0.0092
H 4.880 1.578 -2.305 -0.0002

***

2.
17
Properties=species:S:1:pos:R:3:nbo_charge:R:1 method="wB97M-V/def2-TZVPD" e_above_lowest_kj_mol=321.63 gap_ev=8.6 total_charge=-1 spin_multiplicity=1 total_energy_ha=-889.98161
H -0.665 1.002 -1.462 0.1921
H -1.520 -1.254 -1.012 0.1997
H -4.770 -0.473 0.303 0.3296
O 2.065 -0.417 -0.419 -0.6999
H 4.157 -1.481 -0.865 0.3147
C -1.477 -0.396 -0.162 -0.5099
C -2.871 -0.069 0.243 0.1779
O 1.484 2.004 -0.792 -0.9648
H -1.021 -0.918 0.692 0.2385
H 3.066 0.313 1.250 0.1838
N 4.226 -0.880 0.060 -0.7537
N -3.898 -0.725 -0.016 -0.6844
H -3.060 0.813 0.805 0.1414
S 0.872 0.931 -0.008 2.1853
C -0.780 0.917 -0.380 -0.7594
C 3.148 -0.249 0.300 0.3962
O 1.045 0.884 1.464 -0.9870

***

3.
79
Properties=species:S:1:pos:R:3:mulliken_spin:R:1 method="wB97M-V/def2-TZVPD" s2=2.01 e_above_lowest_kj_mol=108.22 gap_ev="7.4 / 7.6" total_charge=+1 spin_multiplicity=3 total_energy_ha=-4537.96139
C 1.386 -3.468 0.340 -0.0033
N 3.149 -1.057 -1.773 -0.0047
C 0.800 1.907 -5.253 0.0217
C 2.818 -0.405 2.085 0.0100
C -3.072 1.279 4.687 0.0002
O 3.234 1.507 -1.962 0.0105
H -3.730 1.592 5.499 0.0000
C -3.809 1.360 3.343 0.0002
O 2.854 3.633 -1.388 0.0050
C 2.808 2.752 -2.220 -0.0164
H -2.512 -2.733 -2.311 0.0000
C -3.022 -0.203 1.471 -0.0005
C -2.149 -0.662 0.472 -0.0198
C 2.251 2.847 -3.590 0.0267
C 3.844 -1.874 0.399 -0.0111
H 5.012 -2.019 -1.404 -0.0021
H -1.059 -2.829 -1.361 0.0059
C -4.083 -1.368 -0.919 0.0003
C 1.235 2.868 -6.155 -0.0094
H 0.639 -1.742 1.411 -0.0014
C 2.154 3.834 -5.773 0.0147
H 0.599 -2.479 -1.251 0.0151
H -5.606 0.475 2.471 0.0001
C -2.846 0.932 2.239 0.0011
H 3.647 -2.934 0.270 -0.0041
H -3.918 -0.783 1.628 -0.0004
C 1.578 -2.263 1.266 0.0211
H -3.254 -3.891 -0.145 -0.0001
N 3.483 1.350 0.549 -0.0013
C 2.656 3.829 -4.480 -0.0056
O 0.148 -0.433 -0.361 0.0188
H 1.154 -3.966 -1.629 0.0007
H 4.286 1.479 -0.057 0.0070
H 1.883 -2.659 2.242 0.0012
C -2.705 -1.810 -0.389 0.0003
H -5.708 0.816 4.197 0.0000
C 3.834 0.680 1.817 0.0082
C -1.732 1.714 1.943 -0.0085
C -5.044 0.462 3.407 0.0001
H 2.180 -4.200 0.498 -0.0008
H -2.194 1.928 4.699 -0.0001
H -3.578 -2.917 1.287 0.0001
H -4.788 -1.123 -0.128 -0.0001
C -0.931 0.029 0.325 0.0938
Br 0.573 2.398 0.485 0.0023
H -1.497 -1.299 -2.154 -0.0021
H -4.993 3.090 3.871 0.0000
H -1.922 -3.383 0.899 0.0003
H -2.741 0.258 4.890 0.0000
H 3.153 2.299 0.704 0.0007
H 3.869 1.389 2.643 -0.0017
S 0.545 0.783 -2.785 0.0641
H -4.751 2.908 2.130 -0.0001
H 1.854 0.026 2.367 -0.0050
H -4.785 -0.573 3.640 0.0000
H 2.475 4.589 -6.477 0.0008
C -0.838 1.246 1.013 -0.0264
C -1.879 -2.170 -1.623 -0.0013
H 4.835 0.262 1.717 0.0002
H 3.404 -0.699 -2.689 0.0143
C 4.332 -1.309 -0.931 0.0208
H -1.565 2.667 2.425 0.0023
H 0.467 -3.957 0.684 -0.0005
H -3.986 -0.495 -1.567 0.0000
H 4.620 -1.797 1.161 -0.0023
N 1.352 -3.136 -1.081 0.0005
H 3.149 -1.044 2.910 0.0076
W 1.907 0.446 -0.816 1.7784
H 0.054 1.182 -5.551 0.0018
C -4.272 2.802 3.105 0.0006
C -2.875 -3.071 0.468 -0.0008
H 0.839 2.868 -7.162 -0.0004
N 2.582 -1.221 0.863 -0.0157
H 2.613 -1.940 -1.851 0.0117
C 1.303 1.887 -3.958 -0.0227
H 3.371 4.574 -4.159 0.0001
H 4.876 -0.372 -0.818 0.0000
H -4.516 -2.179 -1.507 -0.0001
H -3.447 3.514 3.157 0.0001

***

4.
104
Properties=species:S:1:pos:R:3:lowdin_charge:R:1 method="wB97M-V/def2-TZVPD" e_above_lowest_kj_mol=0.00 gap_ev=7.9 total_charge=+1 spin_multiplicity=1 total_energy_ha=-3204.96591
H -4.915 -0.455 -2.416 0.1090
H 2.581 0.256 -0.079 0.1272
C -4.781 1.645 -1.885 -0.0920
C -10.396 3.010 0.718 -0.0888
C -3.856 -0.295 -0.562 -0.2088
P 1.076 -0.527 2.282 0.8801
C -1.424 -0.535 -0.727 -0.2791
H -4.247 -1.136 0.015 0.1072
H -5.904 -0.017 -1.036 0.0897
O 1.905 0.845 2.032 -0.2402
H -5.510 -3.844 2.717 0.1162
C -12.960 -5.751 6.365 -0.0796
C -7.755 2.300 0.960 -0.2822
C -9.632 3.519 1.760 -0.0767
C -5.368 -3.010 4.679 -0.2949
C 12.539 1.178 -9.224 -0.0908
H 1.984 1.354 2.850 0.0723
H -5.420 -2.134 6.626 0.1197
F -4.045 -3.310 4.776 0.0237
F -12.032 -2.591 4.883 0.0472
C 7.394 1.405 -2.193 -0.0160
H 8.300 -0.935 -5.144 0.1061
H 11.672 -1.804 -7.848 0.1182
C 12.033 2.021 -8.245 -0.0782
C -4.946 0.169 -1.521 -0.2407
H -2.754 -1.655 -1.694 0.1537
C 8.405 1.751 -3.078 -0.0719
H -13.795 -4.484 4.826 0.1184
H -9.081 -2.136 4.380 0.0995
H -13.732 -6.504 6.278 0.1064
H 7.121 2.044 -1.364 0.1190
H 6.492 -1.567 -3.550 0.1212
H -10.146 -5.061 8.116 0.1052
H 10.818 1.864 -1.244 0.1114
F 10.663 -0.403 -5.936 0.0349
H 10.991 2.140 -6.360 0.1079
H 13.035 1.592 -10.091 0.1035
C -13.003 -4.630 5.548 -0.0158
H 11.049 5.337 2.265 0.1059
C 7.039 -0.641 -3.436 -0.0114
H -3.159 -1.810 3.372 0.0371
C 11.141 3.922 -0.782 -0.2890
H 10.565 2.996 2.890 0.1004
C -11.936 -5.909 7.289 -0.0934
H -11.436 3.291 0.623 0.1045
C -2.609 -1.505 2.511 0.2014
F 11.341 4.245 -2.077 0.0514
C -7.384 -3.028 3.419 -0.0719
C -6.037 -3.345 3.520 -0.0248
H 9.521 1.191 -4.813 0.0757
H -7.832 -1.551 6.432 0.1075
C -8.298 3.162 1.890 -0.0168
N -0.359 -0.127 -1.380 0.2568
C -9.823 2.143 -0.202 -0.0770
H -7.929 -3.288 2.522 0.1088
C -8.488 1.783 -0.087 -0.0198
C -7.330 -2.056 5.617 -0.0769
C 11.394 1.496 -7.130 -0.0192
O 3.184 -0.085 -2.872 0.2203
H 8.944 2.679 -2.937 0.1021
H 2.588 -2.045 2.469 0.0728
H -11.910 -6.784 7.923 0.1023
H -10.417 1.744 -1.013 0.1074
B 2.247 0.639 -2.224 -0.6722
C 11.213 4.915 0.174 -0.0146
C -1.910 -1.209 1.589 -0.1334
F 5.736 -0.140 -1.530 0.0109
O 1.576 1.666 -2.828 0.1867
C -5.984 -2.373 5.735 -0.0145
H 11.434 5.932 -0.121 0.1192
H -5.033 2.238 -1.008 0.0606
C 11.779 -0.736 -7.977 -0.0155
C 11.000 4.572 1.502 -0.0815
H -8.021 1.114 -0.797 0.1046
C -12.005 -3.686 5.675 -0.2869
H -10.212 -3.056 6.643 0.1010
C 11.282 0.125 -7.021 -0.2742
C 8.733 0.913 -4.135 -0.0698
C -10.975 -3.820 6.582 -0.0227
C 12.410 -0.197 -9.089 -0.0779
H -10.076 4.197 2.476 0.1076
H 12.801 -0.856 -9.852 0.1070
C 6.740 0.213 -2.399 -0.2717
O 2.117 -1.634 1.730 -0.2311
C 10.725 3.257 1.852 -0.0972
C 10.660 2.278 0.870 -0.0828
H 3.987 -0.285 -2.369 0.0838
H -3.736 1.832 -2.132 0.0732
C 10.867 2.609 -0.461 -0.0274
C 8.048 -0.282 -4.320 -0.0581
H 10.450 1.251 1.139 0.1046
H -7.685 3.541 2.696 0.1175
H 2.067 2.495 -2.800 0.1224
N -1.125 -0.761 0.586 0.0054
F -6.451 1.949 1.081 0.0345
H -3.609 0.484 0.158 0.1254
N 1.878 0.269 -0.803 0.2604
N 0.212 -0.445 0.754 -0.0675
N -2.652 -0.723 -1.311 0.0875
H -5.421 1.906 -2.723 0.0753
C -8.031 -2.383 4.464 -0.0855
C -10.945 -4.943 7.396 -0.0801
H 12.136 3.093 -8.345 0.1070
C 0.645 -0.082 -0.485 -0.3257

***

5.
54
Properties=species:S:1:pos:R:3:mulliken_spin:R:1 method="wB97M-V/def2-TZVPD" s2=6.02 e_above_lowest_kj_mol=232.62 gap_ev="4.3 / 6.3" total_charge=+2 spin_multiplicity=5 total_energy_ha=-1481.98548
C 1.013 -4.339 -2.277 0.0167
Ru -0.302 -2.177 0.149 2.8958
H 1.568 1.132 -2.097 0.0088
C -1.124 0.758 -1.334 0.0731
C -2.040 3.457 1.182 -0.0002
H -0.973 1.685 -0.763 0.0060
H 1.858 -3.405 0.853 0.0503
H 1.255 1.590 -0.384 0.0008
H 2.495 0.360 -0.764 -0.0179
C 1.265 5.020 1.682 0.0002
H 0.592 -4.740 0.646 -0.0075
H 0.655 4.457 -0.267 -0.0004
C -1.047 2.286 1.571 0.0045
H 1.264 -1.717 -2.758 -0.0081
C 1.514 0.756 -1.057 0.0691
H 1.667 -3.568 -2.710 -0.0015
H -1.030 -0.962 3.655 0.0251
H -1.345 -5.839 -1.686 -0.0005
H 0.418 -1.943 3.087 -0.0107
H -2.608 -4.657 -1.191 -0.0128
C -0.197 -1.047 2.947 -0.0008
H -1.941 -4.659 -2.875 -0.0001
O -0.789 -0.970 1.667 0.4145
C 2.296 3.901 2.082 0.0004
C 1.513 2.632 1.916 0.0029
H 1.758 5.848 1.158 0.0000
C 0.813 -3.740 1.045 0.2939
H 3.172 3.971 1.430 -0.0001
H -2.732 3.243 0.344 0.0001
H 1.957 1.684 2.207 -0.0013
P 0.208 -0.491 -0.984 -0.0825
P -0.409 -3.589 -1.427 -0.1125
H -1.214 2.015 2.631 0.0016
H 1.607 -4.994 -1.627 0.0024
H -2.663 3.647 2.076 0.0001
H -1.285 1.362 1.022 -0.0042
H 0.387 -0.114 3.053 0.0312
H -1.802 -1.864 -2.242 0.0360
H -1.535 5.416 0.214 0.0000
C -0.864 -2.267 -2.666 0.0853
H -1.747 -2.920 -0.095 0.2040
H -1.082 1.056 -2.401 -0.0024
H 0.170 -0.450 -3.378 -0.0009
C -1.159 4.577 0.774 -0.0002
H 0.459 -3.643 2.115 0.0180
H 0.819 5.413 2.607 0.0000
C 0.262 -1.271 -2.669 0.0139
C 0.285 2.811 1.338 0.0011
C 0.257 4.321 0.778 -0.0001
H -1.077 -2.763 -3.618 0.0046
C -1.714 -4.815 -1.806 0.0142
H -2.147 0.405 -1.144 -0.0107
H 0.588 -4.948 -3.085 0.0011
H 2.714 4.088 3.078 -0.0001

***

6.
80
Properties=species:S:1:pos:R:3:lowdin_charge:R:1 method="wB97M-V/def2-TZVPD" gap_ev=5.7 total_charge=-1 spin_multiplicity=1 total_energy_ha=-1648.42612
H 6.664 -21.166 20.463 0.0696
H 5.093 -14.697 15.008 0.1133
C 6.099 -19.838 18.847 -0.4707
H -3.028 -17.780 16.713 0.0737
H 2.092 -14.438 23.019 0.0713
H 1.066 -17.968 17.830 0.0697
N -0.638 -21.964 17.967 0.1421
H 5.464 -22.929 19.697 0.0675
H -2.463 -20.904 14.935 0.0483
H -1.120 -22.393 17.202 0.0753
H 4.261 -15.531 20.869 0.1318
H 4.722 -18.380 19.082 0.0341
H 3.231 -13.688 13.643 0.0887
H -2.080 -20.645 16.406 0.0326
C -2.287 -19.033 15.094 -0.4270
H 2.516 -16.155 19.756 0.0525
H 3.422 -17.353 16.143 0.0460
H 7.523 -21.434 18.979 0.0678
H 4.780 -23.258 18.095 0.0765
N -2.747 -20.298 15.719 0.0462
H -1.819 -18.929 20.856 0.1098
H 1.464 -16.590 21.366 0.0480
H 0.510 -21.800 15.752 0.0778
C -0.755 -18.679 20.761 -0.2374
H 4.541 -14.654 17.461 0.1121
H 3.758 -23.385 19.507 0.0809
H -0.683 -16.636 21.415 0.1149
H 3.732 -12.379 16.012 0.0545
H -1.454 -20.719 11.454 0.0844
H 4.417 -20.054 17.530 0.1049
C 3.895 -14.158 16.736 -0.2271
C 3.394 -13.724 21.665 -0.2298
H -1.835 -17.017 15.841 0.0785
H 2.912 -14.542 17.043 0.0961
H 4.330 -13.220 21.915 0.1137
H -3.051 -18.748 14.367 0.1235
H 3.409 -15.410 15.035 0.0954
H 2.648 -19.005 16.108 0.0396
H 1.827 -16.416 17.636 0.0700
C -2.081 -18.016 16.220 -0.0612
O 1.410 -21.235 18.716 0.0776
C 2.502 -17.941 16.271 -0.1219
H -0.131 -19.221 14.951 0.1133
O 2.905 -17.911 18.670 -0.3022
H 1.841 -17.532 15.491 0.0454
H 4.046 -14.208 19.743 0.1049
C -0.979 -19.169 14.270 -0.1894
H -0.989 -21.958 18.904 0.0880
N 1.132 -21.692 16.528 0.1624
O 4.245 -21.448 18.944 -0.1849
H -0.512 -18.306 19.760 0.1056
H 2.101 -21.451 16.411 0.0983
C -1.882 -20.318 12.371 -0.1211
H -2.155 -19.296 12.068 0.0868
C 3.562 -14.742 20.579 -0.2553
C -0.267 -17.606 21.722 -0.2612
H -0.934 -18.294 13.613 0.1234
H -2.833 -20.769 12.662 0.0861
C 7.130 -20.640 19.629 -0.0821
O -0.046 -19.869 21.082 -0.0628
N 5.396 -18.893 19.682 0.0507
H -0.560 -17.754 22.765 0.1061
C 4.571 -22.803 19.074 -0.1378
O 3.635 -13.398 14.462 -0.0904
C 0.703 -21.658 17.819 -0.6623
C 2.067 -17.498 17.673 -0.5239
O 2.328 -15.291 20.181 -0.0873
O 3.041 -14.387 22.893 -0.0837
H 6.682 -19.365 18.029 0.1262
H -1.334 -18.348 16.938 0.0669
H 2.634 -12.959 21.482 0.1193
O 1.120 -17.478 21.542 -0.0596
H -0.495 -20.641 20.742 0.0475
C 4.032 -14.539 15.225 -0.1981
H 6.006 -18.129 19.972 0.0626
C 5.108 -20.699 18.078 -0.1874
H 8.019 -20.067 19.894 0.0642
H 5.587 -21.368 17.352 0.1128
O -1.004 -20.338 13.469 -0.2137
O 3.881 -12.748 16.891 -0.0809

***

7.
20
Properties=species:S:1:pos:R:3:nbo_charge:R:1 method="wB97M-V/def2-TZVPD" e_above_lowest_kj_mol=599.16 gap_ev="5.5 / 5.5" spin_multiplicity=1 total_energy_ha=-714.72601
O 2.176 3.956 -0.698 -0.3792
O -0.970 -3.008 -1.503 -0.5703
H -1.754 -0.463 3.106 0.3174
N 0.647 -0.159 -0.215 -0.2368
N -2.023 -1.574 -0.099 -0.5833
H -2.887 -1.572 -0.737 0.4710
C 0.952 1.794 0.713 -0.3895
C -2.045 -1.386 1.188 0.5145
H 0.896 2.530 1.412 0.2234
C 0.402 0.594 0.918 -0.1779
C -0.859 -2.047 -0.739 0.7520
C 1.508 1.793 -0.642 -0.0371
N 0.387 -1.488 -0.498 -0.4157
H 1.348 0.341 -2.203 0.2262
H -2.592 -1.927 3.057 0.2544
C -2.137 -1.240 2.454 -0.4261
O 2.614 2.611 -2.305 -0.4264
H 0.996 -2.219 -0.769 0.4202
C 1.211 0.573 -1.211 -0.0690
N 2.130 2.890 -1.230 0.5323